Computed, not measured: C3H3IO2 in the gas phase, with ωB97M-V with the def2-TZVPD basis set.

Output
net charge	0
SMILES	IC1=CCOO1
energy relative to the best compared isomer or geometry (same formula, charge and spin)	467.9	kJ/mol
frontier orbital gap	0.342	hartree
largest force on an atom	4.55	eV/A
HOMO	-9.24	eV
LUMO energy	0.060	eV

Atoms and positions in Å:
I  3.17094  -0.54014  0.07011
C  1.09680  -0.22073  -0.00007
C  -0.02703  -0.84025  -0.18629
C  -1.07282  0.22599  0.03816
O  -0.55772  1.50225  -0.27299
O  0.75579  1.49521  0.21953
H  0.06348  -1.94302  -0.42295
H  -1.99087  0.16829  -0.56200
H  -1.43859  0.15241  1.11650

Atomic forces in eV per Å
I -1.277 0.112 -0.046
C 1.861 4.136 0.331
C 1.098 -0.583 -0.329
C -2.764 -0.041 0.880
O -0.209 -0.898 -0.137
O 1.386 -4.157 -0.036
H -1.059 1.516 0.398
H 0.331 -0.310 -0.085
H 0.632 0.225 -0.976

Results of the Mulliken charge analysis, in e, for atoms 1 through 8: I 0.170; C -0.242; C -0.021; C -0.221; O -0.207; O -0.287; H 0.327; H 0.303